A structure of composition C37H28IrNOP2S2, computed with the ωB97M-V functional and the def2-TZVPD basis.

Structure (XYZ):
```
72
Properties=species:S:1:pos:R:3:forces:R:3
Ir -0.846468 -0.266528 -0.842990 0.304 0.211 -0.239
S -3.342855 -0.183495 -3.477103 0.009 -0.034 0.016
S -0.747108 1.924236 -0.793514 0.010 -0.028 0.035
P 1.475252 -0.102592 -1.088654 -0.339 0.153 -0.057
P -1.555108 -0.120607 1.272366 0.189 -0.116 0.066
O -1.865712 2.605570 -1.408714 0.020 -0.023 -0.007
N -2.602069 -1.130475 -1.060642 0.197 -0.342 0.229
C -1.650236 -3.238934 3.836327 0.020 -0.005 -0.001
C 1.381623 -1.068714 -2.604680 0.005 0.014 0.029
C 3.140263 0.165385 1.071311 0.003 -0.006 0.017
C 2.092202 4.217924 -2.474160 -0.006 -0.011 0.006
C 3.193056 3.368255 -2.449536 0.000 -0.016 0.005
C 1.841497 1.608698 -1.534533 0.013 -0.007 0.020
C -0.979848 1.459312 1.883572 -0.056 0.090 -0.064
C 0.859811 3.788303 -2.000147 0.004 0.005 -0.024
C 4.099800 -0.264691 1.971307 -0.001 0.013 0.000
C 0.295360 -1.798686 2.451820 -0.009 -0.005 0.003
C 0.742252 -2.315758 -2.504914 -0.015 -0.014 0.004
C -3.310287 -0.149828 0.992743 -0.162 -0.162 -0.090
C -4.714986 -1.008491 -0.993957 -0.022 -0.060 0.024
C 0.770247 2.494756 -1.512769 0.038 -0.058 0.007
C -5.622966 0.136384 -0.674948 0.053 0.041 0.050
C 4.686083 -1.516167 1.814249 0.001 -0.003 -0.002
C 0.664583 -2.843106 3.279856 0.022 0.017 -0.016
C -0.267696 3.694766 1.277542 0.004 0.024 0.052
C 2.770395 -0.663225 0.008883 -0.051 -0.086 0.016
C 1.788928 -0.593835 -3.852852 -0.040 0.023 -0.024
C -3.594386 -1.283276 0.028518 -0.128 0.208 0.117
C 0.529136 -3.079246 -3.642595 -0.003 -0.002 -0.005
C -1.057157 -1.474714 2.314676 -0.029 0.047 0.077
C 3.073784 2.062034 -1.989943 0.017 0.039 -0.005
C 3.356554 -1.916873 -0.149191 0.004 0.014 0.012
C -0.245926 4.028949 2.627326 0.001 -0.017 -0.047
C 0.945855 -2.603209 -4.876515 -0.004 0.001 0.008
C -3.556148 -0.771352 -1.995057 -0.071 0.175 -0.153
C -0.574829 3.088463 3.594849 -0.007 -0.025 -0.007
C -2.031923 -2.193374 3.010434 0.003 0.017 0.001
C -4.127272 0.906333 1.088028 0.019 0.022 -0.027
C 1.574339 -1.366670 -4.980534 -0.007 0.005 0.005
C -0.306716 -3.562770 3.967501 -0.020 0.001 -0.001
C -0.625513 2.406329 0.923773 0.031 -0.064 0.021
C -0.948437 1.800653 3.228871 0.020 0.018 0.042
C 4.318459 -2.337891 0.758096 -0.001 -0.007 -0.003
C -5.378895 0.975815 0.335325 -0.019 -0.040 -0.047
H -3.580487 -2.264928 0.502889 -0.009 -0.019 -0.054
H 1.055156 -1.234858 1.924372 -0.009 -0.008 -0.002
H 0.041785 -4.041167 -3.563627 -0.002 -0.001 0.001
H -6.065077 1.781041 0.556910 0.008 0.005 0.000
H 0.778495 -3.196261 -5.765353 -0.001 0.001 -0.003
H -0.012849 -4.379133 4.613567 -0.001 -0.003 0.000
H 2.259407 0.375669 -3.947307 0.012 -0.003 0.003
H -3.078285 -1.929030 2.918306 -0.004 -0.001 0.003
H 2.195666 5.221867 -2.862644 -0.006 0.003 0.000
H -2.399893 -3.797608 4.379419 -0.004 0.002 0.001
H 0.445615 -2.709725 -1.535352 0.011 -0.001 -0.007
H 1.891924 -1.002367 -5.947922 0.003 -0.001 -0.001
H 4.786812 -3.304727 0.633313 0.001 0.001 0.001
H -0.543882 3.360897 4.640974 -0.006 -0.003 0.002
H 1.710398 -3.095973 3.391775 -0.002 -0.003 0.003
H 0.035296 5.030514 2.922891 0.005 0.001 -0.002
H -1.209640 1.068275 3.982887 -0.005 0.005 0.004
H -6.503570 0.265703 -1.290513 0.009 -0.003 -0.015
H -0.011728 4.429929 -2.020909 0.005 0.012 -0.001
H 2.688246 1.144533 1.190943 -0.003 0.005 -0.004
H -0.004498 4.427964 0.527358 0.006 0.012 0.004
H -5.286444 -1.897869 -1.258713 -0.008 0.002 0.011
H -3.836640 1.776107 1.668298 -0.005 -0.005 0.012
H 3.929476 1.397835 -2.003701 0.001 0.000 0.002
H 4.398196 0.376164 2.789899 0.003 0.000 0.000
H 3.079164 -2.554997 -0.978597 0.003 0.001 -0.002
H 5.441634 -1.846364 2.514504 0.001 -0.002 0.002
H 4.148806 3.720878 -2.813116 0.001 -0.001 -0.001
```
Positions in Å, forces in eV/Å.

Summary:
M ... 820.936 g mol⁻¹
Net charge ... +2
Calculated total energy ... -85433.3162 eV
Orbital gap ... 6.45 eV
LUMO ... -6.91 eV